No. 1
C20H49N7O7P2S | ωB97M-V/def2-TZVPD

Last columns: bonded neighbours and bond lengths (Å).
Cartesian coordinates (Å):
1 C -3.714 3.136 -9.588  O2 1.413, H16 1.093, H17 1.089, H18 1.093
2 O -3.063 1.888 -9.459  C1 1.413, C3 1.420
3 C -1.883 1.954 -8.674  O2 1.420, C4 1.535, H19 1.089, H20 1.095
4 C -1.804 0.667 -7.841  C3 1.535, C5 1.548, O9 1.454, C14 1.566
5 C -2.388 -0.497 -8.678  C4 1.548, C6 1.512, H21 1.092, H22 1.087
6 C -3.857 -0.826 -8.537  C5 1.512, O7 1.196, O8 1.367
7 O -4.304 -1.767 -9.125  C6 1.196
8 O -4.668 -0.024 -7.783  C6 1.367, H23 0.966
9 O -2.454 0.966 -6.576  C4 1.454, C10 1.372
10 C -1.568 0.732 -5.555  O9 1.372, O11 1.186, C12 1.520
11 O -1.509 1.343 -4.540  C10 1.186
12 C -0.728 -0.414 -6.097  C10 1.520, N13 1.452, C14 1.523, H24 1.100
13 N 0.359 -0.907 -5.270  C12 1.452, H25 1.016, H26 1.014
14 C -0.358 0.227 -7.428  C4 1.566, C12 1.523, S15 1.829, H27 1.086
15 S 0.572 1.779 -7.164  C14 1.829, H28 1.339
16 H -3.035 3.914 -9.947  C1 1.093
17 H -4.499 3.018 -10.333  C1 1.089
18 H -4.195 3.425 -8.649  C1 1.093
19 H -1.934 2.812 -8.005  C3 1.089
20 H -1.027 2.020 -9.355  C3 1.095
21 H -1.851 -1.406 -8.396  C5 1.092
22 H -2.134 -0.314 -9.719  C5 1.087
23 H -4.719 -0.396 -6.893  O8 0.966
24 H -1.508 -1.179 -6.228  C12 1.100
25 H 0.935 -1.501 -5.861  N13 1.016
26 H -0.030 -1.547 -4.587  N13 1.014
27 H 0.167 -0.426 -8.119  C14 1.086
28 H 1.551 1.377 -6.343  S15 1.339
29 C 1.747 3.926 0.650  N30 1.448, H40 1.099, H41 1.090, H42 1.089
30 N 2.084 2.528 0.475  C29 1.448, C31 1.459, P32 1.712
31 C 3.363 2.285 -0.182  N30 1.459, H43 1.099, H44 1.091, H45 1.090
32 P 0.972 1.226 0.435  N30 1.712, O33 1.489, N34 1.711, N37 1.722
33 O 1.740 0.120 1.071  P32 1.489
34 N -0.279 1.442 1.581  P32 1.711, C35 1.449, C36 1.455
35 C -0.804 2.726 1.999  N34 1.449, H46 1.098, H47 1.095, H48 1.088
36 C -0.329 0.495 2.685  N34 1.455, H49 1.098, H50 1.086, H51 1.093
37 N -0.027 1.813 -0.839  P32 1.722, C38 1.487, C39 1.481
38 C -1.174 0.910 -1.117  N37 1.487, H52 1.095, H53 1.089, H54 1.086
39 C 0.665 1.997 -2.134  N37 1.481, H55 1.094, H56 1.090, H57 1.086
40 H 1.075 4.329 -0.121  C29 1.099
41 H 2.653 4.531 0.630  C29 1.090
42 H 1.296 4.109 1.623  C29 1.089
43 H 3.294 2.274 -1.279  C31 1.099
44 H 3.769 1.322 0.129  C31 1.091
45 H 4.092 3.044 0.098  C31 1.090
46 H -0.189 3.184 2.785  C35 1.098
47 H -1.813 2.603 2.405  C35 1.095
48 H -0.896 3.419 1.165  C35 1.088
49 H 0.428 0.716 3.449  C36 1.098
50 H -0.179 -0.522 2.335  C36 1.086
51 H -1.314 0.523 3.158  C36 1.093
52 H -0.845 -0.079 -1.453  C38 1.095
53 H -1.799 1.348 -1.893  C38 1.089
54 H -1.791 0.783 -0.232  C38 1.086
55 H 1.204 1.100 -2.452  C39 1.094
56 H 1.367 2.829 -2.092  C39 1.090
57 H -0.054 2.248 -2.908  C39 1.086
58 C 1.381 -4.849 6.837  N59 1.448, H69 1.099, H70 1.090, H71 1.089
59 N 1.960 -3.828 7.685  C58 1.448, C60 1.458, P61 1.713
60 C 2.308 -4.274 9.029  N59 1.458, H72 1.099, H73 1.091, H74 1.090
61 P 1.766 -2.136 7.493  N59 1.713, O62 1.487, N63 1.704, N66 1.728
62 O 3.076 -1.605 7.956  P61 1.487
63 N 1.793 -1.685 5.850  P61 1.704, C64 1.449, C65 1.460
64 C 1.321 -2.513 4.758  N63 1.449, H75 1.097, H76 1.094, H77 1.089
65 C 2.910 -0.860 5.399  N63 1.460, H78 1.096, H79 1.086, H80 1.093
66 N 0.038 -2.103 7.518  P61 1.728, C67 1.486, C68 1.479
67 C -0.506 -0.735 7.314  N66 1.486, H81 1.095, H82 1.090, H83 1.086
68 C -0.569 -2.603 8.770  N66 1.479, H84 1.094, H85 1.089, H86 1.089
69 H 0.283 -4.832 6.791  C58 1.099
70 H 1.669 -5.837 7.197  C58 1.090
71 H 1.764 -4.788 5.820  C58 1.089
72 H 1.472 -4.211 9.740  C60 1.099
73 H 3.122 -3.668 9.428  C60 1.091
74 H 2.655 -5.307 9.016  C60 1.090
75 H 2.082 -3.232 4.428  C64 1.097
76 H 1.073 -1.887 3.896  C64 1.094
77 H 0.408 -3.053 5.006  C64 1.089
78 H 3.825 -1.447 5.257  C65 1.096
79 H 3.120 -0.064 6.106  C65 1.086
80 H 2.653 -0.389 4.448  C65 1.093
81 H -0.205 -0.049 8.112  C67 1.095
82 H -1.595 -0.779 7.286  C67 1.090
83 H -0.173 -0.323 6.366  C67 1.086
84 H -0.169 -2.112 9.662  C68 1.094
85 H -0.428 -3.678 8.870  C68 1.089
86 H -1.645 -2.438 8.743  C68 1.089

Results
LUMO energy	0.071	eV
SMILES	COC[C@]1(CC(=O)O)OC(=O)[C@H](N)[C@@H]1S.CN(C)P(=O)(N(C)C)N(C)C.CN(C)P(=O)(N(C)C)N(C)C
HOMO energy	-0.304	hartree
Kohn-Sham gap	8.342	eV
total energy	-2782.29077	a.u.
energy relative to the best compared isomer or geometry (same formula, charge and spin)	0.000	eV

=====

No. 2
C20H51BIN3O7P | ωB97M-V/def2-TZVPD

Last columns: bonded neighbours and bond lengths (Å).
Cartesian coordinates (Å):
1 C -0.220 2.043 2.932  C2 1.523, H16 1.095, H17 1.090, H18 1.092
2 C -1.328 3.084 3.006  C1 1.523, C3 1.510, N4 1.253
3 C -0.938 4.442 2.474  C2 1.510, H19 1.096, H20 1.093, H21 1.089
4 N -2.480 2.858 3.444  C2 1.253, P5 1.839
5 P -2.942 2.150 5.076  N4 1.839, I6 2.765, C7 1.916, B13 1.957, H22 1.445, H23 1.428
6 I -2.540 4.672 6.135  P5 2.765
7 C -3.351 0.386 4.450  P5 1.916, C8 1.540, H24 1.098, H25 1.093
8 C -4.616 0.350 3.573  C7 1.540, C9 1.543, H26 1.097, H27 1.090
9 C -5.913 -0.008 4.329  C8 1.543, C10 1.531, H28 1.095, H29 1.096
10 C -7.152 0.805 3.944  C9 1.531, C11 1.532, H30 1.095, H31 1.096
11 C -7.006 2.320 4.115  C10 1.532, N12 1.467, H32 1.090, H33 1.099
12 N -6.473 2.965 2.909  C11 1.467, H34 1.013, H35 1.012
13 B -3.364 1.738 6.943  P5 1.957, N14 1.444, O15 1.404
14 N -4.663 1.957 7.534  B13 1.444, H36 1.010, H37 1.013
15 O -2.366 1.187 7.761  B13 1.404, H38 0.970
16 H 0.758 2.494 3.133  C1 1.095
17 H -0.373 1.258 3.673  C1 1.090
18 H -0.215 1.643 1.915  C1 1.092
19 H -0.541 4.990 3.336  C3 1.096
20 H -0.160 4.398 1.707  C3 1.093
21 H -1.815 4.980 2.120  C3 1.089
22 H -1.558 1.823 5.330  P5 1.445
23 H -4.267 2.601 4.792  P5 1.428
24 H -3.478 -0.315 5.285  C7 1.098
25 H -2.522 0.025 3.837  C7 1.093
26 H -4.470 -0.412 2.798  C8 1.097
27 H -4.733 1.291 3.035  C8 1.090
28 H -5.731 0.052 5.407  C9 1.095
29 H -6.145 -1.059 4.119  C9 1.096
30 H -8.007 0.466 4.537  C10 1.095
31 H -7.379 0.623 2.887  C10 1.096
32 H -6.364 2.556 4.963  C11 1.090
33 H -7.997 2.732 4.356  C11 1.099
34 H -5.931 3.789 3.141  N12 1.013
35 H -7.228 3.244 2.296  N12 1.012
36 H -5.178 1.144 7.841  N14 1.010
37 H -5.253 2.566 6.979  N14 1.013
38 H -2.028 1.895 8.333  O15 0.970
39 C 2.424 -0.423 2.337  O40 1.411, H48 1.096, H49 1.087, H50 1.097
40 O 2.138 -0.785 1.003  C39 1.411, C41 1.411
41 C 3.282 -0.755 0.177  O40 1.411, C42 1.511, H51 1.098, H52 1.100
42 C 3.048 -1.561 -1.078  C41 1.511, O43 1.420, H53 1.093, H54 1.093
43 O 3.180 -2.965 -0.902  C42 1.420, C44 1.418
44 C 2.109 -3.629 -0.253  O43 1.418, C45 1.512, H55 1.092, H56 1.092
45 C 0.894 -3.835 -1.129  C44 1.512, O46 1.413, H57 1.100, H58 1.099
46 O 0.134 -2.648 -1.219  C45 1.413, C47 1.406
47 C -0.731 -2.640 -2.327  O46 1.406, H59 1.098, H60 1.088, H61 1.097
48 H 2.818 0.598 2.394  C39 1.096
49 H 1.494 -0.467 2.898  C39 1.087
50 H 3.145 -1.118 2.784  C39 1.097
51 H 4.151 -1.158 0.713  C41 1.098
52 H 3.495 0.287 -0.107  C41 1.100
53 H 3.833 -1.297 -1.791  C42 1.093
54 H 2.084 -1.309 -1.525  C42 1.093
55 H 1.828 -3.125 0.674  C44 1.092
56 H 2.500 -4.617 0.000  C44 1.092
57 H 0.272 -4.631 -0.692  C45 1.100
58 H 1.219 -4.154 -2.129  C45 1.099
59 H -0.172 -2.718 -3.268  C47 1.098
60 H -1.271 -1.695 -2.312  C47 1.088
61 H -1.456 -3.462 -2.279  C47 1.097
62 C 3.721 -4.031 -5.674  O63 1.408, H71 1.097, H72 1.088, H73 1.096
63 O 3.693 -2.704 -6.144  C62 1.408, C64 1.417
64 C 3.579 -1.769 -5.086  O63 1.417, C65 1.510, H74 1.097, H75 1.100
65 C 4.015 -0.393 -5.530  C64 1.510, O66 1.419, H76 1.092, H77 1.093
66 O 5.422 -0.215 -5.559  C65 1.419, C67 1.416
67 C 6.123 -0.798 -6.642  O66 1.416, C68 1.512, H78 1.093, H79 1.092
68 C 5.988 -0.041 -7.943  C67 1.512, O69 1.415, H80 1.100, H81 1.098
69 O 4.752 -0.328 -8.570  C68 1.415, C70 1.407
70 C 4.390 0.649 -9.515  O69 1.407, H82 1.097, H83 1.088, H84 1.097
71 H 2.803 -4.285 -5.130  C62 1.097
72 H 3.809 -4.683 -6.541  C62 1.088
73 H 4.578 -4.201 -5.012  C62 1.096
74 H 4.189 -2.086 -4.231  C64 1.097
75 H 2.527 -1.726 -4.766  C64 1.100
76 H 3.656 0.319 -4.784  C65 1.092
77 H 3.560 -0.138 -6.489  C65 1.093
78 H 5.846 -1.846 -6.780  C67 1.093
79 H 7.175 -0.759 -6.350  C67 1.092
80 H 6.808 -0.339 -8.614  C68 1.100
81 H 6.071 1.035 -7.744  C68 1.098
82 H 4.278 1.634 -9.046  C70 1.097
83 H 3.436 0.352 -9.944  C70 1.088
84 H 5.132 0.725 -10.320  C70 1.097

Results
LUMO energy	1.959	eV
HOMO energy	-0.134	hartree
total charge	-1
Kohn-Sham gap	5.618	eV
total energy	-2147.40906	a.u.

=====

> Number 1 is which compound?

C20H49N7O7P2S

=====

> Among the records above, which one has the lowest LUMO energy?

C20H49N7O7P2S